No. 1
Below is a structure of composition C12H34ClFeN2O4 at a distorted geometry, with properties calculated with ωB97M-V/def2-TZVPD.

Output
Energy relative to the best compared isomer or geometry (same formula, charge and spin) in kJ/mol: 0.00
Charge: +1
Spin multiplicity: 5
E_tot in eV: -71070.16155
Expectation value of S²: 6.009

```
54
Properties=species:S:1:pos:R:3:nbo_charge:R:1
Fe -0.048 0.214 1.585 1.439
Cl -0.015 -1.929 2.127 -0.679
C 3.766 -0.053 -0.624 -0.625
C 2.673 0.209 0.449 -0.071
C 2.754 1.511 1.173 -0.084
O 1.678 1.415 2.144 -0.618
C 2.050 2.190 3.322 -0.238
N 1.246 0.110 -0.094 -0.932
H 4.825 -0.108 -0.289 0.241
H 3.655 0.756 -1.345 0.206
H 3.513 -0.990 -1.028 0.226
H 2.696 -0.562 1.217 0.213
H 2.620 2.374 0.553 0.188
H 3.737 1.644 1.603 0.208
H 3.127 1.888 3.533 0.199
H 1.258 1.958 3.995 0.195
H 2.097 3.265 3.128 0.193
H 1.140 -0.749 -0.619 0.425
H 1.272 0.921 -0.799 0.399
C -3.334 2.283 -0.566 -0.632
C -2.370 1.141 -0.212 -0.090
C -1.485 0.850 -1.461 -0.085
O -0.517 1.932 -1.649 -0.586
C 0.047 1.913 -2.926 -0.248
N -1.547 1.536 0.955 -0.926
H -3.750 2.040 -1.612 0.229
H -2.944 3.322 -0.534 0.226
H -4.145 2.257 0.110 0.216
H -2.906 0.179 -0.095 0.225
H -2.103 0.674 -2.368 0.200
H -0.890 -0.131 -1.338 0.208
H 0.245 2.914 -3.285 0.206
H -0.666 1.503 -3.620 0.180
H 0.930 1.253 -2.964 0.161
H -1.043 2.383 0.651 0.404
H -2.186 1.874 1.714 0.406
C -0.240 -3.134 -3.226 -0.624
C -0.483 -3.538 -1.791 0.113
C 0.431 -4.687 -1.304 -0.623
O -0.325 -2.429 -0.912 -0.812
H -0.987 -2.339 -3.552 0.208
H -0.255 -4.039 -3.838 0.231
H 0.652 -2.561 -3.222 0.204
H -1.471 -3.982 -1.690 0.155
H 0.120 -5.057 -0.381 0.215
H 1.442 -4.268 -1.370 0.200
H 0.371 -5.514 -2.015 0.213
H -0.251 -2.570 0.053 0.507
C -2.756 0.287 3.642 -0.253
O -1.378 0.668 3.596 -0.788
H -2.987 -0.675 4.099 0.210
H -3.317 1.083 4.113 0.189
H -3.096 0.148 2.567 0.175
H -0.851 0.619 4.402 0.504
```

---

No. 2
Below is a structure of composition C39H46ClF3N6O5RhS, with properties calculated with ωB97M-V/def2-TZVPD.

Output
Energy relative to the best compared isomer or geometry (same formula, charge and spin) in kJ/mol: 202.37
Charge: -1
Spin multiplicity: 5
E_tot in eV: -94884.62831
Expectation value of S²: 6.032

```
102
Properties=species:S:1:pos:R:3:mulliken_charge:R:1
Rh -0.109 0.373 -0.548 0.777
C 4.552 -4.022 -2.550 -1.120
C 3.135 -4.506 -2.249 -0.554
N 2.118 -3.525 -2.582 0.266
C 1.525 -3.621 -3.902 -0.958
C 0.355 -4.602 -3.949 -0.969
C 1.754 -2.560 -1.672 -0.318
S 0.407 -1.564 -2.092 0.197
N 2.484 -2.562 -0.570 0.042
C 2.598 -1.758 0.454 -0.713
O 1.838 -0.515 0.539 -0.625
C 3.495 -2.051 1.539 0.698
C 4.061 -1.051 2.357 -0.146
C 4.890 -1.384 3.410 -0.559
C 5.202 -2.712 3.678 -0.582
C 4.691 -3.707 2.849 -0.440
C 3.860 -3.387 1.794 -0.745
H 5.278 -4.787 -2.267 0.369
H 4.759 -3.116 -1.982 0.230
H 4.671 -3.805 -3.613 0.348
H 3.055 -4.743 -1.191 0.263
H 2.924 -5.410 -2.826 0.404
H 2.307 -3.934 -4.601 0.362
H 1.177 -2.634 -4.198 0.531
H 0.665 -5.598 -3.627 0.403
H -0.042 -4.674 -4.964 0.359
H -0.435 -4.252 -3.285 0.146
H 3.868 -0.009 2.136 0.461
H 5.304 -0.599 4.032 0.408
H 5.843 -2.968 4.511 0.374
H 4.933 -4.745 3.041 0.393
H 3.449 -4.157 1.157 0.348
F -0.120 1.742 8.778 -0.265
C -0.109 0.438 8.425 0.864
F -1.276 -0.089 8.838 -0.288
F 0.865 -0.141 9.169 -0.260
C 0.131 0.250 6.963 0.476
C -0.693 -0.562 6.196 -0.825
C -0.415 -0.755 4.856 -0.188
C 0.687 -0.133 4.263 0.390
C 1.504 0.692 5.049 -0.135
C 1.230 0.880 6.387 -1.049
C 1.009 -0.334 2.893 -0.017
C 1.287 -0.324 1.719 0.240
H -1.555 -1.033 6.648 0.448
H -1.050 -1.382 4.246 0.528
H 2.360 1.170 4.592 0.554
H 1.863 1.515 6.994 0.379
C -2.449 -1.796 -5.516 -1.218
C -3.293 -0.567 -5.325 1.113
C -4.671 -0.613 -5.443 -0.836
C -5.430 0.538 -5.292 0.313
Cl -7.165 0.443 -5.436 -0.275
C -4.825 1.749 -5.028 -0.950
C -3.444 1.808 -4.894 -0.636
C -2.676 0.660 -5.037 0.786
O -1.323 0.610 -4.949 -0.320
C -0.555 1.769 -4.641 -1.266
C -0.626 2.231 -3.148 0.966
O -1.376 3.168 -2.865 -0.619
O 0.169 1.587 -2.391 -0.889
H -3.066 -2.694 -5.505 0.376
H -1.693 -1.863 -4.732 -0.007
H -1.925 -1.744 -6.473 0.377
H -5.161 -1.556 -5.652 0.358
H -5.419 2.646 -4.922 0.421
H -2.979 2.749 -4.635 0.416
H -0.824 2.605 -5.294 0.383
H 0.470 1.457 -4.831 0.430
C -2.937 -0.920 -1.749 -0.844
C -3.199 -0.070 -0.505 0.458
C -4.011 1.176 -0.881 -1.275
O -2.035 0.309 0.152 -0.616
H -3.872 -1.169 -2.257 0.559
H -2.414 -1.835 -1.470 0.278
H -2.305 -0.357 -2.442 -0.358
H -3.805 -0.672 0.196 0.169
H -3.415 1.802 -1.550 0.071
H -4.250 1.754 0.015 0.382
H -4.940 0.899 -1.383 0.479
C -0.460 3.559 0.117 -0.606
N -0.717 4.801 0.852 0.151
C 0.525 5.221 1.491 -0.694
N 1.045 4.203 2.412 0.077
C 1.258 2.967 1.653 -0.382
N 0.026 2.487 1.010 1.359
C -0.986 2.281 2.069 0.072
N -1.244 3.504 2.832 0.110
C -1.703 4.533 1.896 -0.718
C 0.015 3.949 3.424 -0.550
H 0.291 3.755 -0.647 0.260
H -1.367 3.234 -0.385 -0.137
H 0.349 6.143 2.051 0.352
H 1.274 5.410 0.717 0.350
H 1.625 2.202 2.339 -0.358
H 2.013 3.155 0.886 0.236
H -0.622 1.515 2.754 -0.347
H -1.902 1.930 1.600 -0.113
H -1.892 5.458 2.449 0.344
H -2.632 4.198 1.430 0.356
H 0.374 3.177 4.110 0.135
H -0.159 4.871 3.986 0.377
```

---

No. 3
Below is an isolated molecule of C5H5N3 at a distorted geometry, with properties calculated with ωB97M-V/def2-TZVPD.

Output
Energy relative to the best compared isomer or geometry (same formula, charge and spin) in kJ/mol: 231.36
E_tot in eV: -9733.09089
SMILES: C=C/C(C#N)=N\N=C

```
13
Properties=species:S:1:pos:R:3:nbo_charge:R:1
C -0.423 1.770 -0.191 -0.302
C 0.763 1.236 0.049 -0.269
C 1.085 -0.210 -0.111 0.089
C -1.876 -1.463 0.274 -0.079
C 2.441 -0.736 -0.077 0.254
H -1.295 1.217 -0.440 0.222
H -0.561 2.831 -0.053 0.204
H 1.583 1.882 0.384 0.229
H -1.501 -2.095 1.029 0.166
H -2.955 -1.350 0.235 0.190
N 0.261 -1.171 -0.461 -0.178
N -1.087 -0.923 -0.578 -0.249
N 3.566 -0.987 -0.061 -0.277
```

---

No. 4
Below is a structure of composition C15H15NO7S5Ti at a distorted geometry, with properties calculated with ωB97M-V/def2-TZVPD.

Output
Energy relative to the best compared isomer or geometry (same formula, charge and spin) in kJ/mol: 163.93
Charge: -2
Spin multiplicity: 3
E_tot in eV: -108915.99976
Expectation value of S²: 2.020

```
44
Properties=species:S:1:pos:R:3:nbo_charge:R:1
Ti -0.560 -0.559 0.041 1.359
O 0.544 0.811 -0.358 -0.782
C 0.463 2.154 0.003 -0.056
C -0.446 2.954 -0.938 -0.400
C -1.670 2.150 -1.396 -0.450
C -2.534 1.621 -0.277 0.268
C -3.857 2.015 -0.164 -0.260
C -4.649 1.550 0.870 -0.166
C -4.055 0.727 1.809 -0.270
C -2.736 0.362 1.649 0.096
N -1.979 0.742 0.594 -0.506
H 2.408 0.007 0.717 0.152
H 1.467 2.591 -0.009 0.162
H 0.082 2.242 1.021 0.172
H 0.111 3.243 -1.834 0.192
H -0.756 3.871 -0.424 0.182
H -1.313 1.304 -1.976 0.276
H -2.290 2.773 -2.042 0.196
H -4.265 2.698 -0.897 0.204
H -5.697 1.816 0.936 0.201
H -4.607 0.369 2.667 0.212
H -2.242 -0.260 2.380 0.244
S 2.366 -1.094 4.444 -0.231
C 1.875 -0.536 2.956 -0.459
S 0.289 0.000 2.601 -0.225
S 3.161 -0.382 1.762 0.040
O -3.820 -2.008 -1.482 -0.986
S -2.422 -2.030 -1.111 2.391
O -1.687 -0.849 -1.679 -0.973
O -2.163 -1.936 0.360 -0.975
C -1.722 -3.517 -1.625 -0.535
C -2.593 -4.523 -2.102 -0.163
C -2.208 -5.837 -2.161 -0.315
C -0.917 -6.235 -1.669 -0.344
C -0.048 -5.276 -1.187 -0.173
C -0.388 -3.923 -1.164 -0.391
S 0.806 -2.773 -0.633 2.385
O 0.768 -1.613 -1.543 -0.948
O 2.077 -3.449 -0.566 -0.974
O 0.369 -2.208 0.692 -0.950
H -3.584 -4.212 -2.410 0.217
H -2.893 -6.585 -2.548 0.179
H -0.637 -7.282 -1.660 0.180
H 0.935 -5.546 -0.820 0.223
```

---

No. 5
Below is the ion C8H10N3 with charge +1 at a distorted geometry, with properties calculated with ωB97M-V/def2-TZVPD.

Output
Energy relative to the best compared isomer or geometry (same formula, charge and spin) in kJ/mol: 470.03
Charge: +1
E_tot in eV: -12915.84644

```
21
Properties=species:S:1:pos:R:3:nbo_charge:R:1
C -2.362 2.626 -0.638 -0.255
C -3.353 1.763 -1.089 -0.074
C -1.144 2.196 -0.220 -0.092
C -3.060 0.378 -0.952 -0.349
C 0.595 0.454 -0.061 0.113
C -0.718 0.807 -0.252 -0.257
C -1.877 0.060 -0.535 0.236
C 2.524 -0.911 0.594 -0.479
N 1.113 -0.813 0.186 -0.115
N 0.289 -1.813 0.291 0.065
N 0.936 -2.965 0.368 -0.522
H -2.641 3.661 -0.733 0.243
H -4.408 2.044 -1.364 0.246
H -0.378 2.903 -0.138 0.217
H -3.874 -0.300 -1.277 0.257
H 1.383 1.240 0.000 0.231
H 3.319 -1.554 0.101 0.252
H 3.011 0.048 0.590 0.254
H 2.408 -1.128 1.592 0.236
H 1.906 -3.029 0.278 0.385
H 0.387 -3.728 0.260 0.408
```

---

No. 6
Below is an isolated molecule of C10H21NS at a distorted geometry, with properties calculated with ωB97M-V/def2-TZVPD.

Output
Energy relative to the best compared isomer or geometry (same formula, charge and spin) in kJ/mol: 109.43
E_tot in eV: -23032.04048

```
33
Properties=species:S:1:pos:R:3:nbo_charge:R:1
C 1.796 0.557 -0.200 0.029
C 1.853 -0.520 0.845 0.171
C 2.628 0.258 -1.455 -0.602
C 2.258 1.926 0.383 -0.624
C 2.200 -1.901 0.403 -0.670
C 1.366 -0.409 2.196 -0.683
C -2.125 -1.336 -0.296 -0.633
C -3.455 0.637 0.674 -0.639
C -3.056 0.568 -1.846 -0.620
C -2.453 0.156 -0.404 -0.105
N 0.400 0.382 -0.587 -0.651
S -0.878 1.067 0.166 0.474
H 2.463 1.109 -2.199 0.222
H 2.379 -0.712 -1.788 0.214
H 3.757 0.249 -1.369 0.209
H 1.943 2.680 -0.376 0.214
H 3.297 1.758 0.520 0.216
H 1.747 2.160 1.298 0.211
H 1.826 -2.056 -0.620 0.225
H 1.873 -2.668 1.028 0.213
H 3.246 -2.047 0.213 0.219
H 0.520 0.166 2.351 0.234
H 2.209 0.074 2.896 0.216
H 1.167 -1.274 2.764 0.221
H -2.967 -1.964 -0.691 0.209
H -1.291 -1.509 -0.915 0.232
H -1.906 -1.592 0.773 0.210
H -3.411 1.613 1.052 0.222
H -3.425 0.059 1.527 0.213
H -4.489 0.498 0.293 0.213
H -3.019 1.571 -1.789 0.207
H -2.399 0.333 -2.738 0.215
H -4.055 0.166 -2.108 0.215
```